DFT (the ωB97M-V functional and the def2-TZVPD basis) results for a molecular structure, C19H11ClCoF5N2O4S.

CARTESIAN COORDINATES (ANGSTROEM)
1 Co 0.50746 -0.77335 0.18207
2 F -5.82293 1.57481 -0.50438
3 C -4.72663 0.82296 -0.68111
4 C -3.52670 1.17720 -0.09731
5 F -3.45487 2.28568 0.65169
6 C -2.40533 0.39280 -0.29240
7 F -1.26291 0.81282 0.29093
8 C -2.40761 -0.76880 -1.05832
9 S -1.00956 -1.76891 -1.29947
10 C -3.64065 -1.08908 -1.63432
11 F -3.75475 -2.18303 -2.39979
12 C -4.77437 -0.32201 -1.45864
13 F -5.92898 -0.67746 -2.03831
14 O 3.52582 -1.75245 2.21272
15 Cl 3.11226 -0.88835 1.15864
16 O 4.19825 -0.08192 0.69075
17 O 2.54680 -1.66168 0.04940
18 O 2.00178 -0.02108 1.60791
19 C -1.07319 -3.47026 3.75264
20 C -0.18558 -3.97806 2.81130
21 C 0.23755 -3.18634 1.75201
22 C -0.20213 -1.86876 1.59702
23 C -1.08952 -1.37889 2.55471
24 C -1.52458 -2.16607 3.61796
25 H -1.40704 -4.08389 4.58146
26 H 0.18175 -4.99428 2.90747
27 H 0.93059 -3.60527 1.03034
28 H -1.45811 -0.36056 2.48371
29 H -2.21641 -1.75431 4.34523
30 N 1.55257 1.37224 -3.33216
31 C 0.91492 0.45260 -2.56420
32 N 1.08333 0.65360 -1.28827
33 C 1.90132 1.78147 -1.19364
34 C 2.38928 2.45898 -0.07813
35 C 3.17500 3.57191 -0.29958
36 C 3.47559 4.01875 -1.59553
37 C 2.99125 3.36417 -2.71058
38 C 2.19970 2.24508 -2.47796
39 H 1.55804 1.38963 -4.33489
40 H 0.31941 -0.35161 -2.96880
41 H 2.17380 2.10215 0.91757
42 H 3.57868 4.10936 0.54842
43 H 4.10228 4.89203 -1.72386
44 H 3.21442 3.70817 -3.71228

- molecular weight (g/mol) = 552.750
- 2S+1 = 2
- LUMO energy (alpha / beta) (eV) = 2.469 / 2.471
- net charge = -1

Results of the Löwdin charge analysis, in e, for atoms 1 through 5: 0.262, 0.100, -0.153, -0.150, 0.108

---

DFT (the ωB97M-V functional and the def2-TZVPD basis) results for a molecular structure, C19H11LaN4O2S3 at a distorted geometry.

CARTESIAN COORDINATES (ANGSTROEM)
1 La -1.46064 -1.24334 -0.39649
2 O 2.32424 -0.27917 -1.44191
3 S 1.67741 -0.73000 -0.21075
4 O 0.92616 -1.99542 -0.38246
5 N 0.50156 0.26243 0.29397
6 C 0.53808 1.50144 -0.33480
7 C 1.68257 2.32287 -0.32463
8 C 1.67424 3.54626 -1.00398
9 C 0.51917 4.01058 -1.62846
10 C -0.65773 3.23967 -1.70545
11 C -1.92155 3.68203 -2.12213
12 C -2.97197 2.77659 -2.21736
13 C -2.79607 1.43987 -1.81931
14 N -1.62155 1.03024 -1.33703
15 C -0.63017 1.91912 -1.10497
16 C 2.81737 -1.00061 1.03588
17 C 2.40694 -1.36509 2.33695
18 C 3.31885 -2.02326 3.18554
19 C 4.66149 -2.09430 2.81644
20 C 5.07170 -1.72542 1.54996
21 C 4.18083 -1.17694 0.63102
22 H 2.61607 1.85817 -0.03357
23 H 2.61578 4.12272 -1.17163
24 H 0.49478 4.99061 -2.08252
25 H -1.98046 4.70094 -2.49734
26 H -3.92446 3.03699 -2.71631
27 H -3.64729 0.73995 -1.93773
28 H 1.35231 -1.27923 2.64862
29 H 2.93499 -2.47480 4.06582
30 H 5.37756 -2.60906 3.43270
31 H 6.10740 -1.84856 1.23327
32 H 4.45938 -0.88763 -0.36351
33 S -2.81136 -1.72631 2.07956
34 C -4.07118 -2.24162 0.98843
35 C -5.34877 -1.75578 1.36317
36 N -6.41059 -1.40365 1.69337
37 C -4.02217 -3.24178 -0.05339
38 S -2.66572 -3.71173 -1.03820
39 C -5.18703 -3.92409 -0.49627
40 N -6.13016 -4.44270 -0.93447

- molecular weight (g/mol) = 562.430
- LUMO energy (eV) = -1.494

Results of the Löwdin charge analysis, in e, for atoms 1 through 5: 1.699, -0.284, 0.594, -0.481, -0.261

---

DFT (the ωB97M-V functional and the def2-TZVPD basis) results for a molecular structure, C19H12AlBrCl56IN2O2 at a distorted geometry.

CARTESIAN COORDINATES (ANGSTROEM)
1 N -2.09012 -1.60369 1.49409
2 C -1.48435 -0.69362 0.44846
3 O -0.35945 -1.24492 -0.35635
4 Al 0.16947 0.37501 -1.24293
5 N 0.88126 1.71743 -0.06116
6 I 1.28586 0.20014 -3.58629
7 O -1.67899 0.70183 -1.65145
8 C -2.43624 0.30937 -0.43230
9 C -3.99627 -0.08734 -0.74360
10 C -4.71117 1.27001 -1.40975
11 C -5.53521 2.16604 -0.28491
12 Br -6.98773 3.26870 -1.14806
13 H -2.82062 -2.23953 1.10608
14 H -2.43849 -1.01590 2.28283
15 H -0.89367 0.08512 1.13214
16 H 0.78210 1.47170 0.94834
17 H 0.27052 2.57482 -0.18855
18 H -2.55171 1.23701 0.28479
19 H -4.11097 -0.97015 -1.53825
20 H -4.64337 -0.32011 0.22238
21 H -3.92961 2.00097 -1.89516
22 H -5.48736 0.99517 -2.25633
23 H -5.99387 1.53181 0.58499
24 H -4.77631 2.93075 0.19991
25 C -1.48777 3.87049 -4.57753
26 Cl -0.47422 3.17325 -5.86639
27 Cl -3.10075 4.25173 -5.23116
28 Cl -1.64830 2.69590 -3.24743
29 Cl -0.72764 5.36099 -3.96509
30 C -7.48773 5.43255 2.59148
31 Cl -8.02319 6.48827 1.25982
32 Cl -7.63189 6.30680 4.13719
33 Cl -8.50702 3.97191 2.63790
34 Cl -5.78884 4.96317 2.33085
35 C -0.90703 -4.01908 4.75161
36 Cl 0.14799 -3.30148 3.50799
37 Cl -1.56637 -2.72846 5.78789
38 Cl -2.24645 -4.89039 3.96333
39 Cl 0.03677 -5.15608 5.74706
40 C 3.59301 0.04242 2.13619
41 Cl 3.29399 1.62932 2.88913
42 Cl 5.03556 -0.70132 2.87117
43 Cl 2.18201 -1.01387 2.39684
44 Cl 3.86032 0.25564 0.38761
45 C 0.89301 -4.10982 9.42481
46 Cl 0.09787 -5.67223 9.10664
47 Cl 2.11992 -3.80145 8.17025
48 Cl -0.32344 -2.80823 9.39864
49 Cl 1.67753 -4.15744 11.02378
50 C 0.59295 4.66364 3.43709
51 Cl 2.23575 4.29429 4.01965
52 Cl -0.41150 5.21377 4.80192
53 Cl 0.67469 5.94751 2.20437
54 Cl -0.12700 3.19898 2.72232
55 C -7.80703 10.23029 3.10925
56 Cl -8.74031 9.49228 4.43550
57 Cl -8.63827 9.93397 1.56151
58 Cl -7.67100 11.98548 3.38391
59 Cl -6.17850 9.50950 3.05630
60 C 0.95970 4.41901 -9.66297
61 Cl 0.96680 5.68546 -8.40971
62 Cl 1.08349 2.81831 -8.89049
63 Cl -0.55641 4.51352 -10.59413
64 Cl 2.34488 4.65894 -10.75759
65 C 1.25966 -5.20437 -0.28798
66 Cl 2.27321 -5.90161 -1.57685
67 Cl -0.35332 -4.82313 -0.94162
68 Cl 1.09913 -6.37896 1.04211
69 Cl 2.01979 -3.71387 0.32445
70 C 4.55970 -9.24349 -0.59230
71 Cl 4.96665 -8.91460 -2.29548
72 Cl 4.50368 -7.70934 0.31188
73 Cl 2.96959 -10.04262 -0.50533
74 Cl 5.79884 -10.30754 0.11959
75 C 8.15966 -0.77865 5.80095
76 Cl 7.81501 -1.39197 4.16398
77 Cl 6.73773 -1.03591 6.84316
78 Cl 9.55845 -1.64939 6.47903
79 Cl 8.52761 0.96265 5.71747
80 C 4.85968 0.63784 -9.46491
81 Cl 5.93249 -0.29720 -10.53701
82 Cl 4.15236 1.99830 -10.37219
83 Cl 3.55567 -0.41670 -8.86316
84 Cl 5.79826 1.26677 -8.08725
85 C 7.55967 -0.58362 -4.71136
86 Cl 8.38895 -2.15992 -4.66483
87 Cl 6.15565 -0.68318 -5.80366
88 Cl 7.00796 -0.15427 -3.07249
89 Cl 8.68624 0.66286 -5.30432
90 C -2.04030 -8.28923 -0.33602
91 Cl -2.57576 -7.23351 -1.66768
92 Cl -2.18447 -7.41499 1.20969
93 Cl -3.05959 -9.74988 -0.28960
94 Cl -0.34142 -8.75862 -0.59665

- molecular weight (g/mol) = 2519.475
- LUMO energy (eV) = 1.164
- net charge = -1

Results of the Löwdin charge analysis, in e, for atoms 1 through 5: 0.029, -0.404, -0.275, -0.284, -0.101

---

DFT (the ωB97M-V functional and the def2-TZVPD basis) results for a molecular structure, C19H12Br2N2OSSn at a distorted geometry.

CARTESIAN COORDINATES (ANGSTROEM)
1 Sn 1.60444 -2.59646 -0.61024
2 C -1.58340 -2.99545 0.20454
3 C -1.49363 -1.84855 -0.77716
4 C -2.67501 -1.22567 -1.24501
5 C -2.58965 -0.08933 -1.97002
6 C -1.32616 0.53295 -2.20118
7 C -1.19457 1.72410 -2.96125
8 C 0.03653 2.20186 -3.33806
9 C 1.17313 1.42850 -3.03924
10 C 1.05236 0.30490 -2.26614
11 S 2.61267 -0.35283 -1.68554
12 C -0.21810 -0.15628 -1.79957
13 N -0.31132 -1.35696 -1.06201
14 H -2.01255 -3.79542 -0.36088
15 H -2.20959 -2.66189 1.08955
16 H -0.68042 -3.36044 0.67988
17 H -3.65399 -1.68217 -0.99332
18 H -3.47840 0.44664 -2.28125
19 H -2.12214 2.22559 -3.27947
20 H 0.12592 3.16583 -3.89425
21 H 2.20326 1.74349 -3.37575
22 Br 2.89405 3.37969 -0.35582
23 C 1.94144 2.31547 0.77083
24 C 1.09252 2.86205 1.71632
25 C 0.45522 2.02004 2.62803
26 Br -0.44828 2.67629 4.10097
27 C 0.60256 0.59831 2.48890
28 C 0.01521 -0.31621 3.39757
29 C 0.15006 -1.63690 3.20236
30 C 0.94928 -2.09291 2.18158
31 N 1.50390 -1.29791 1.25336
32 C 1.33774 0.05753 1.44228
33 C 2.03186 0.92902 0.57366
34 O 2.98306 0.47331 -0.31322
35 H 1.09365 3.92533 1.93645
36 H -0.56530 0.05112 4.26221
37 H -0.32763 -2.40570 3.85042
38 H 1.03129 -3.19095 2.03050

- molecular weight (g/mol) = 594.904
- LUMO energy (eV) = -7.276
- net charge = +2

Results of the Löwdin charge analysis, in e, for atoms 1 through 5: 1.310, -0.018, -0.296, 0.020, 0.057

---

DFT (the ωB97M-V functional and the def2-TZVPD basis) results for C19H12Cl4N2O4S in the gas phase at a distorted geometry.

CARTESIAN COORDINATES (ANGSTROEM)
1 O 2.98876 1.39553 1.51359
2 C 1.98993 1.77598 1.76398
3 C 1.56517 2.19448 3.41980
4 O 0.22064 1.51003 3.51065
5 C -0.02434 0.55005 4.26252
6 O 0.91352 -0.00562 5.09420
7 C -1.48778 0.04606 4.10866
8 N -1.58258 -0.56528 2.66526
9 C -0.51431 -0.70170 1.95126
10 O 0.80486 -0.87827 2.40704
11 C -0.61476 -1.36743 0.46594
12 S -2.08126 -1.61669 -0.09480
13 C -1.59096 -2.13815 -1.64993
14 C -2.14571 -2.59996 -2.71285
15 C -1.59786 -2.93616 -3.86594
16 C -0.19399 -2.63911 -3.99368
17 C 0.50490 -2.16157 -2.78686
18 C -0.24054 -2.12299 -1.64198
19 C 0.50192 -1.41412 -0.48339
20 Cl 1.99723 -1.25084 -0.13751
21 N 0.92186 2.11115 0.96369
22 C 0.82249 1.92452 -0.32230
23 C 1.85307 1.87242 -1.17440
24 Cl 3.40092 2.53864 -0.95341
25 C 1.59881 1.43500 -2.50193
26 C 0.22380 1.39786 -2.87478
27 Cl -0.06958 0.54607 -4.36594
28 C -0.76902 1.37556 -1.97190
29 C -0.28636 1.64713 -0.76424
30 Cl -1.91255 1.75983 0.42895
31 H 1.75793 3.26158 3.51636
32 H 2.26799 1.59143 4.03665
33 H -1.60211 -0.69357 4.59285
34 H -2.23142 0.94891 4.26322
35 H -2.52427 -0.71899 2.42166
36 H -3.28226 -2.57418 -2.69468
37 H -2.26215 -3.26719 -4.75211
38 H 0.46690 -3.07125 -4.86588
39 H 1.41669 -2.00763 -2.87478
40 H 0.23142 2.35976 1.59333
41 H 2.18022 1.41586 -3.14521
42 H -1.61525 1.07286 -2.35115

- molecular weight (g/mol) = 506.194
- SMILES = O=C(COC(=O)CNC(=O)c1sc2ccccc2c1Cl)Nc1c(Cl)cc(Cl)cc1Cl
- LUMO energy (eV) = -0.190

Results of the Löwdin charge analysis, in e, for atoms 1 through 5: 0.132, -0.475, 0.096, -0.027, -0.436

---

DFT (the ωB97M-V functional and the def2-TZVPD basis) results for a molecular structure, C19H13BrF4N2O2PPd.

CARTESIAN COORDINATES (ANGSTROEM)
1 Pd -0.39220 1.98205 -0.82667
2 F 3.54782 -3.44512 -3.07756
3 C 2.64997 -2.76441 -2.43385
4 C 2.15661 -3.18316 -1.21301
5 F 2.55541 -4.27052 -0.65810
6 C 1.15435 -2.39958 -0.53097
7 F 0.71948 -2.90327 0.57735
8 C 0.65595 -1.19377 -1.02001
9 P -0.56831 -0.23603 -0.04556
10 C -2.18297 -0.84162 -0.39891
11 C -2.43475 -1.75521 -1.43831
12 C -3.72992 -2.15547 -1.68672
13 C -4.78015 -1.63294 -0.92836
14 C -4.54143 -0.70533 0.08356
15 C -3.25148 -0.29513 0.34736
16 C -0.10841 -0.25408 1.66299
17 C -0.86876 -0.95049 2.61276
18 C -0.46042 -0.94440 3.93396
19 C 0.68933 -0.25519 4.30642
20 C 1.44561 0.43630 3.36274
21 C 1.04833 0.44788 2.04020
22 C 1.15008 -0.79371 -2.25474
23 Br 0.60306 0.73263 -3.14416
24 C 2.14049 -1.58151 -2.95678
25 F 2.56584 -1.16670 -4.09994
26 H -1.62612 -2.16747 -2.02896
27 H -3.93405 -2.87734 -2.46565
28 H -5.79428 -1.95040 -1.13368
29 H -5.36491 -0.30527 0.65905
30 H -3.06468 0.42880 1.13239
31 H -1.75043 -1.50622 2.32094
32 H -1.03252 -1.48499 4.67568
33 H 1.00147 -0.25856 5.34250
34 H 2.33751 0.96653 3.66692
35 H 1.62999 0.99595 1.30552
36 N 2.10794 5.90855 -0.30686
37 N 2.67732 4.89790 -0.89339
38 C 2.05726 3.60183 -1.01277
39 O 2.67767 2.77672 -1.62727
40 O 0.90824 3.53804 -0.43783
41 H 2.60740 6.78733 -0.22513
42 H 1.20436 5.74745 0.12708
43 H 3.59428 5.02993 -1.31225

- molecular weight (g/mol) = 594.615
- 2S+1 = 5
- LUMO energy (alpha / beta) (eV) = -9.816 / -13.576
- net charge = +3
- energy relative to the best compared isomer or geometry (same formula, charge and spin) (eV) = 0.000

Results of the Löwdin charge analysis, in e, for atoms 1 through 5: 0.760, 0.245, -0.106, -0.052, 0.281

---

DFT (the ωB97M-V functional and the def2-TZVPD basis) results for a molecular structure, C19H13BrN2O2S3SbV at a distorted geometry.

CARTESIAN COORDINATES (ANGSTROEM)
1 V 1.77433 1.73925 0.40051
2 C -3.20590 1.46636 -3.53480
3 C -1.90511 1.95083 -3.63511
4 C -1.09329 2.00992 -2.52975
5 C -1.54736 1.53083 -1.27925
6 C -2.90413 1.14474 -1.17248
7 C -3.70386 1.10455 -2.29102
8 N -0.65361 1.46718 -0.28259
9 N -0.86208 0.91359 0.90286
10 C 0.16571 -0.56728 2.51023
11 C -0.11120 -1.57391 3.41395
12 C 0.48803 -1.56708 4.66271
13 C 1.37246 -0.55353 4.99730
14 C 1.65836 0.46231 4.10626
15 C 1.06332 0.47535 2.83990
16 H -3.82609 1.38030 -4.41567
17 H -1.52262 2.27865 -4.59266
18 H -0.07190 2.36147 -2.60114
19 H -3.30657 0.87778 -0.20784
20 H -4.73330 0.78595 -2.19489
21 H -0.79448 -2.36291 3.13485
22 H 0.27696 -2.35747 5.36658
23 H 1.85676 -0.56351 5.96374
24 H 2.35909 1.25135 4.33959
25 S 5.91713 1.37721 -1.43251
26 Sb 4.09711 2.79345 -1.46114
27 S 3.56471 3.07238 0.90642
28 S 2.23782 1.20080 -1.65741
29 Br 2.77837 -1.20468 0.83519
30 C 1.28903 -1.59504 -0.30844
31 C 1.59514 -2.25667 -1.48895
32 C 0.59557 -2.62835 -2.36729
33 C -0.72594 -2.38254 -2.03689
34 C -1.02485 -1.72474 -0.86206
35 C -0.03116 -1.28924 0.01760
36 C -0.48591 -0.44942 1.17392
37 O -1.84887 -0.14827 1.15843
38 O 1.36975 1.36333 1.94393
39 H 2.62976 -2.45211 -1.72345
40 H 0.85051 -3.10726 -3.29969
41 H -1.52561 -2.68831 -2.69529
42 H -2.05607 -1.53527 -0.60365

- molecular weight (g/mol) = 650.134
- 2S+1 = 2
- LUMO energy (alpha / beta) (eV) = 1.096 / 1.933
- net charge = -1
- energy relative to the best compared isomer or geometry (same formula, charge and spin) (eV) = 5.018

Results of the Löwdin charge analysis, in e, for atoms 1 through 5: 0.307, -0.150, -0.123, -0.069, -0.305

---

DFT (the ωB97M-V functional and the def2-TZVPD basis) results for a molecular structure, C19H13ClF6IrN5O8S3 at a distorted geometry.

CARTESIAN COORDINATES (ANGSTROEM)
1 Ir -0.30310 -0.21901 -0.21200
2 N -2.09441 -7.95222 -0.33372
3 C -2.19018 -6.63897 0.04466
4 C -2.37673 -5.63619 -0.91810
5 C -2.46004 -4.31382 -0.54268
6 C -2.36147 -3.97545 0.80355
7 C -2.15951 -4.95296 1.76985
8 C -2.07910 -6.27764 1.39271
9 S -2.41024 -2.30110 1.26818
10 O -3.24750 -1.56862 0.37443
11 O -2.57081 -2.21325 2.68673
12 N -0.84517 -1.77694 0.89188
13 C 0.15977 -1.66106 1.80660
14 N 0.85579 -0.59494 1.35106
15 C 1.84290 -0.08871 2.07621
16 C 2.18246 -0.73963 3.24719
17 C 1.45611 -1.87729 3.59283
18 N 0.42708 -2.35490 2.89039
19 H -2.32060 -8.21802 -1.27343
20 H -2.11140 -8.67388 0.36185
21 H -2.45410 -5.90922 -1.96355
22 H -2.59615 -3.53321 -1.27936
23 H -2.07462 -4.66418 2.80860
24 H -1.92834 -7.04610 2.14096
25 H 2.34052 0.79413 1.69763
26 H 2.98824 -0.37786 3.86599
27 H 1.70826 -2.42911 4.49082
28 F 3.35328 3.16214 0.63767
29 C 2.84946 3.56194 -0.53121
30 F 2.75568 4.88279 -0.53738
31 F 3.66433 3.17097 -1.50690
32 S 1.20395 2.78956 -0.81866
33 O 1.46915 1.36757 -0.59666
34 O 0.76841 3.20221 -2.11098
35 N 0.43630 3.41903 0.40147
36 S -0.96824 2.95723 0.89591
37 O -1.15408 1.49537 0.85917
38 O -1.30947 3.58711 2.12233
39 C -2.20211 3.59058 -0.34299
40 F -1.80981 4.77349 -0.79919
41 F -3.37819 3.71830 0.25741
42 F -2.32089 2.74625 -1.36084
43 Cl -4.01347 0.16670 -7.86141
44 C -3.21906 -0.00328 -6.32870
45 C -3.34400 -1.19720 -5.63320
46 C -2.71081 -1.32759 -4.41046
47 C -1.96581 -0.27152 -3.89805
48 C -1.85322 0.92205 -4.60313
49 C -2.48028 1.05867 -5.82928
50 C -1.30687 -0.40849 -2.58917
51 O -1.34377 -1.45585 -1.89902
52 O -0.67021 0.58350 -2.09426
53 H -3.93051 -2.00422 -6.04847
54 H -2.79438 -2.24336 -3.84119
55 H -1.27746 1.73646 -4.18251
56 H -2.40411 1.97622 -6.39497

- molecular weight (g/mol) = 877.199
- LUMO energy (alpha / beta) (eV) = -1.611 / -1.826
- energy relative to the best compared isomer or geometry (same formula, charge and spin) (eV) = 2.231

Results of the Löwdin charge analysis, in e, for atoms 1 through 5: 1.530, 0.113, -0.314, -0.019, -0.048